Record 1
C7H9Cl2NO4VY | ωB97M-V/def2-TZVPD

Calculated values
Spin multiplicity ... 3
Total charge ... +4
Frontier orbital gap (spin up / spin down) ... 6.48 / 6.79 eV
Expectation value of S² ... 2.024

XYZ file:
```
25
Properties=species:S:1:pos:R:3:forces:R:3:lowdin_spin:R:1
Y -0.100 5.386 -0.329 5.3 -0.2 2.3 0.0001
V -1.394 -0.227 -1.015 0.7 3.2 2.5 1.8711
Cl 0.478 4.245 1.773 -0.7 0.6 -1.7 0.0000
Cl -2.438 1.393 -2.233 1.1 -1.3 1.2 -0.0075
C -1.483 -1.213 -2.570 -0.6 -4.4 -9.7 0.0173
C -2.122 5.625 0.635 -8.7 1.3 2.9 0.0000
C -1.806 5.425 -1.874 -7.9 1.0 -5.8 0.0000
O -1.508 -1.652 -3.650 0.2 2.1 5.8 0.0850
O -3.245 5.766 0.913 6.2 -0.8 -1.2 0.0000
O -2.786 5.603 -2.488 5.9 -1.1 3.5 -0.0001
C 1.625 -2.952 1.769 -0.4 -0.4 0.5 0.0005
N 1.562 -2.003 0.652 -2.1 1.1 -0.7 0.0086
C 2.799 -1.585 -0.007 0.8 0.2 -0.4 0.0000
C 0.433 -1.463 0.226 2.4 -1.9 1.2 -0.0014
C -0.936 -1.856 0.708 0.1 0.3 0.5 0.0116
O 0.492 -0.557 -0.691 -2.0 1.5 -1.1 0.0082
H 2.662 -3.245 1.919 -0.2 0.0 0.0 -0.0002
H 1.023 -3.836 1.539 0.2 0.0 0.0 0.0003
H 1.237 -2.487 2.684 0.2 -0.1 -0.2 0.0005
H 2.790 -1.859 -1.074 -0.1 0.0 0.4 0.0002
H 2.960 -0.500 0.075 -0.1 -0.3 0.1 0.0000
H 3.619 -2.106 0.477 0.0 0.1 -0.1 -0.0001
H -1.405 -1.046 1.302 0.1 -0.2 0.2 0.0058
H -1.618 -2.149 -0.134 0.2 -0.5 0.3 0.0007
H -0.839 -2.707 1.393 -0.6 0.0 -0.3 -0.0006
```
Forces are in eV/Å.


Record 2
C16H30Cl4F3NO2SSi | ωB97M-V/def2-TZVPD

Calculated values
Spin multiplicity ... 1
Total charge ... 0
Frontier orbital gap ... 8.67 eV
ΔE to the lowest compared entry with this formula, charge and spin ... 314.1 kJ/mol
SMILES ... CCSC[Si@](CCO)(CCCCN(C)C(C)=O)CCC(F)(F)F.ClC(Cl)(Cl)Cl

XYZ file:
```
58
Properties=species:S:1:pos:R:3:forces:R:3:nbo_charge:R:1
C 3.264 1.616 2.630 -0.1 0.4 0.2 -0.6408
C 2.431 0.496 3.429 1.4 -0.1 -0.2 -0.5374
S 0.613 0.587 3.097 0.3 -0.1 0.1 0.1586
C 0.083 -0.674 1.839 0.0 -1.2 0.3 -1.0290
Si -1.055 0.192 0.535 -0.1 0.3 0.4 1.7329
C -1.438 -1.028 -0.890 -0.6 -0.5 -1.2 -0.9468
C -2.982 -1.155 -1.283 -0.7 -1.4 0.0 -0.0555
O -3.329 -0.504 -2.535 -0.2 0.0 1.0 -0.7457
C -0.340 1.809 -0.177 -0.3 0.7 -0.8 -0.9169
C 1.016 1.692 -1.020 0.7 0.2 0.7 -0.4066
C 1.806 0.310 -0.920 1.3 0.6 -1.5 -0.4561
C 3.170 0.521 -1.791 -0.4 0.7 0.5 -0.2064
N 4.192 -0.542 -1.583 -0.6 -0.7 1.3 -0.5041
C 3.697 -1.909 -1.902 0.5 -0.2 -0.6 -0.4363
C 4.859 -0.464 -0.284 2.9 2.2 0.0 0.7003
C 4.505 -1.320 1.008 -0.1 0.2 -0.3 -0.7391
O 5.835 0.331 -0.199 -3.3 -2.3 0.0 -0.5525
C -2.635 0.717 1.540 0.5 0.3 0.6 -0.9061
C -3.144 -0.407 2.554 -1.1 1.2 0.6 -0.4834
C -4.486 0.141 3.242 0.3 -0.6 -0.5 0.9879
F -4.258 1.345 3.950 -0.9 -2.6 -1.5 -0.3368
F -5.430 0.359 2.214 1.3 0.0 2.2 -0.3482
F -5.058 -0.810 4.116 1.0 2.2 -1.5 -0.3394
H 2.780 1.916 1.639 0.6 -0.6 1.3 0.2150
H 4.341 1.293 2.412 -1.5 0.5 0.4 0.2215
H 3.279 2.565 3.276 0.1 -1.3 -1.0 0.2190
H 2.626 0.664 4.550 -0.6 -0.3 -1.7 0.2361
H 2.831 -0.545 3.190 -0.7 1.3 0.3 0.2185
H -0.566 -1.438 2.409 1.0 1.0 -0.9 0.2402
H 0.928 -1.280 1.375 -0.9 1.0 0.6 0.2488
H -1.062 -2.100 -0.703 -0.4 1.7 -0.2 0.2464
H -0.896 -0.633 -1.826 -0.8 -0.7 1.3 0.2596
H -3.717 -0.792 -0.494 1.2 -0.3 -0.6 0.1638
H -3.214 -2.276 -1.433 0.4 1.5 0.4 0.1614
H -4.312 -0.417 -2.543 1.2 -0.1 -0.1 0.4753
H -1.139 2.228 -0.899 1.0 -0.6 1.2 0.2468
H -0.273 2.574 0.670 0.1 -1.0 -1.1 0.2535
H 0.873 1.953 -2.123 0.0 -0.5 1.5 0.2148
H 1.730 2.500 -0.609 -1.0 -1.2 -0.7 0.2112
H 2.162 0.066 0.131 -0.9 0.3 -1.2 0.2064
H 1.277 -0.571 -1.436 0.5 1.3 1.2 0.2129
H 2.921 0.549 -2.901 0.3 0.0 1.3 0.2031
H 3.633 1.534 -1.502 -0.6 -1.6 -0.5 0.2207
H 4.615 -2.592 -2.026 -1.5 0.9 0.4 0.2149
H 3.218 -1.878 -2.946 0.4 0.0 1.7 0.2190
H 2.994 -2.298 -1.097 0.7 0.2 -1.2 0.1841
H 4.923 -0.746 1.910 -0.5 -1.0 -1.5 0.2524
H 4.987 -2.345 0.930 -0.6 1.2 0.1 0.2477
H 3.387 -1.450 1.156 1.3 0.1 -0.3 0.2145
H -2.309 1.617 2.180 -0.5 -1.2 -0.9 0.2573
H -3.425 1.113 0.826 0.7 -0.7 1.0 0.2541
H -2.396 -0.565 3.404 -1.0 0.1 -1.3 0.2431
H -3.431 -1.378 2.041 0.4 1.1 0.7 0.2328
Cl -6.291 -0.012 -3.808 -0.1 0.1 -0.2 0.0367
C -5.615 0.286 -5.427 0.2 0.1 -0.2 -0.2161
Cl -5.557 -1.240 -6.332 0.0 0.2 0.2 0.0587
Cl -6.644 1.448 -6.290 0.1 -0.2 0.2 0.0591
Cl -3.976 0.947 -5.273 -0.4 -0.1 -0.1 0.0740
```
Forces are in eV/Å.


Record 3
Br2 | ωB97M-V/def2-TZVPD

Calculated values
Spin multiplicity ... 1
Total charge ... 0
Frontier orbital gap (spin up / spin down) ... 3.11 / 3.01 eV
ΔE to the lowest compared entry with this formula, charge and spin ... 428.9 kJ/mol

XYZ file:
```
2
Properties=species:S:1:pos:R:3:forces:R:3:nbo_charge:R:1
Br -2.500 0.000 0.000 0.5 0.0 0.0 -0.0004
Br 2.500 0.000 0.000 -0.5 0.0 0.0 0.0004
```
Forces are in eV/Å.


Record 4
C3H3Cl3S2 | ωB97M-V/def2-TZVPD

Calculated values
Spin multiplicity ... 1
Total charge ... 0
Frontier orbital gap (spin up / spin down) ... 8.94 / 6.12 eV
ΔE to the lowest compared entry with this formula, charge and spin ... 367.2 kJ/mol

XYZ file:
```
11
Properties=species:S:1:pos:R:3:forces:R:3:nbo_charge:R:1
C 2.006 -0.700 0.430 1.2 -0.7 0.0 -0.3242
C 1.275 0.359 0.332 -0.5 0.5 -0.2 -0.0198
C -1.544 -0.187 -0.488 0.6 0.6 0.3 -0.4839
S -2.456 -1.263 0.518 0.0 -0.3 -0.2 0.1299
S -1.893 1.519 -0.409 -0.2 -0.1 -0.1 0.0754
Cl 3.793 -0.755 0.259 -0.9 0.2 0.1 -0.0454
Cl 1.553 1.968 0.005 0.3 0.0 0.1 0.0932
Cl -0.925 -0.865 -1.937 -0.1 -0.2 -0.1 0.0527
H 1.604 -1.679 0.625 -0.1 -0.1 0.0 0.2403
H -2.741 -0.348 1.443 0.0 0.1 0.2 0.1410
H -0.672 1.952 -0.777 -0.2 0.0 0.0 0.1409
```
Forces are in eV/Å.


Record 5
C3H9NO3 | ωB97M-V/def2-TZVPD

Calculated values
Spin multiplicity ... 1
Total charge ... 0
Frontier orbital gap ... 9.29 eV
ΔE to the lowest compared entry with this formula, charge and spin ... 524.1 kJ/mol

XYZ file:
```
16
Properties=species:S:1:pos:R:3:forces:R:3:nbo_charge:R:1
C 0.286 -0.185 -0.027 0.9 -1.3 1.2 -0.4963
C -0.179 1.189 -0.304 -1.8 1.9 -0.8 -0.0638
O -1.659 1.181 -0.450 0.7 0.8 -0.1 -0.7758
C 1.845 -0.146 0.051 -1.7 3.8 -5.0 0.3611
N 2.217 -1.578 0.162 0.3 3.6 0.7 -0.5645
O 2.363 1.048 -0.168 -0.1 -5.4 0.9 -0.5684
H 0.043 -0.900 -0.845 -0.1 0.5 0.8 0.2374
H -0.028 -0.602 0.989 -0.3 0.5 -1.6 0.2456
H 0.086 1.874 0.525 -0.1 -0.3 -0.6 0.1881
H 0.239 1.584 -1.272 -0.2 -0.4 1.1 0.1901
H -1.987 2.083 -0.693 0.7 -1.2 0.4 0.4858
H 2.155 -0.575 1.082 1.7 -3.3 2.1 0.4023
H 3.191 -1.814 -0.116 0.0 0.9 0.8 0.3702
H -2.546 -0.331 0.227 -0.1 -0.1 0.1 0.4945
H -3.124 -1.744 0.108 -0.3 -0.9 -0.9 0.4592
O -2.902 -1.083 0.732 0.4 1.0 0.9 -0.9656
```
Forces are in eV/Å.


Record 6
C25H76N12O13 | ωB97M-V/def2-TZVPD

Calculated values
Spin multiplicity ... 1
Total charge ... 0
Frontier orbital gap ... 8.16 eV
ΔE to the lowest compared entry with this formula, charge and spin ... 179.1 kJ/mol

XYZ file:
```
126
Properties=species:S:1:pos:R:3:forces:R:3:lowdin_charge:R:1
C 8.568 22.292 0.095 1.5 -0.5 -1.9 -0.1146
O 8.825 22.875 1.388 2.4 0.0 -0.4 -0.1910
H 8.724 23.066 -0.617 -1.0 1.2 -0.6 0.0642
H 7.558 21.842 -0.027 1.0 0.3 0.6 0.0997
H 9.404 21.670 -0.331 -0.9 -0.5 1.4 0.1050
H 9.783 23.204 1.375 -2.0 -0.5 0.1 0.1665
C 3.783 24.229 4.417 -4.6 -1.0 4.5 -0.5667
O 2.594 24.042 5.059 6.5 1.1 -4.0 -0.0507
N 4.007 24.888 3.281 -4.2 3.9 -2.1 0.1184
N 4.948 23.707 4.813 -0.4 -1.5 3.6 0.1237
H 3.180 25.590 3.210 2.0 -1.4 -0.6 0.1861
H 4.908 25.275 3.011 -0.1 -0.1 0.5 0.1157
H 4.872 23.241 5.721 0.0 0.2 -0.3 0.1616
H 5.924 23.949 4.609 -0.2 1.0 0.1 0.0541
C 7.952 20.932 4.323 -4.8 -5.6 1.9 -0.5524
O 7.089 19.927 4.684 3.8 4.9 -1.6 -0.0634
N 9.089 21.082 4.897 3.5 1.1 0.8 0.2151
N 7.659 21.900 3.479 -2.9 -0.3 -2.3 0.1332
H 9.342 20.314 5.461 0.9 -0.8 0.8 0.0894
H 9.782 21.827 4.580 -1.0 -1.6 0.4 0.1117
H 6.640 21.733 3.220 1.5 0.4 -0.3 0.0966
H 8.306 22.116 2.702 -0.1 0.0 0.2 0.0737
C 4.574 21.475 2.196 -2.4 -9.3 -0.7 -0.5795
O 4.204 20.240 1.649 1.9 6.0 1.8 -0.0907
N 4.402 22.612 1.624 -2.8 4.2 -4.6 0.1186
N 4.970 21.534 3.437 0.9 0.4 3.0 0.1095
H 4.037 22.605 0.610 0.5 -0.4 2.3 0.1884
H 4.130 23.503 2.150 0.2 -1.7 -0.5 0.0979
H 5.125 20.693 4.052 -0.3 0.1 -0.9 0.1110
H 5.018 22.512 3.984 -0.3 -2.5 -1.4 0.0677
C 8.229 24.583 5.661 -0.9 10.2 0.5 -0.5628
O 8.324 25.975 6.006 -0.2 -7.6 -1.7 -0.1531
N 8.741 23.614 6.310 2.7 -1.2 3.5 0.1760
N 7.544 24.223 4.573 -0.2 -0.6 -0.1 0.1153
H 9.333 23.853 7.143 -1.1 -0.7 -1.1 0.1773
H 8.639 22.674 5.955 0.3 -0.3 0.6 0.0675
H 7.378 24.938 3.934 0.0 1.6 -1.2 0.0992
H 7.617 23.249 4.185 0.3 0.6 0.0 0.0366
C 2.954 19.208 4.934 6.2 -2.0 1.0 -0.5868
O 4.315 19.052 5.176 -6.6 1.3 -0.9 -0.1127
N 2.044 18.336 5.351 -1.3 -3.6 4.4 0.1233
N 2.478 20.109 4.126 0.2 1.6 -0.8 0.1796
H 2.211 17.800 6.277 0.2 1.3 -2.5 0.1576
H 1.056 18.209 5.091 1.1 0.9 -0.3 0.1142
H 3.219 20.597 3.657 -0.8 0.4 -0.4 0.0516
H 1.495 20.324 4.073 0.4 0.1 -0.2 0.1266
C 6.421 24.802 -0.285 6.8 1.9 -2.1 -0.6287
O 7.612 25.209 -0.793 -5.5 -1.7 1.7 -0.1061
N 6.407 24.117 0.845 0.4 -2.3 2.7 0.1207
N 5.245 25.048 -0.849 -1.3 1.1 -1.9 0.1496
H 7.346 23.697 1.099 -1.5 1.5 -0.3 0.0673
H 5.602 23.446 1.148 1.9 1.6 -1.1 0.0417
H 5.248 25.588 -1.730 0.0 -0.5 1.1 0.1339
H 4.441 25.143 -0.251 -0.1 0.0 -0.2 0.0935
C 9.540 19.562 8.154 1.0 -1.4 -0.6 -0.0226
C 8.175 20.176 8.034 -1.5 -7.8 1.1 -0.6531
C 7.323 19.777 9.236 -0.1 -0.9 -0.2 -0.0238
O 8.259 21.423 8.107 0.5 10.4 -1.5 -0.0094
H 9.412 18.454 8.153 0.3 0.8 -0.1 0.0778
H 10.072 19.796 9.106 -0.4 0.3 -0.8 0.1013
H 10.153 19.837 7.241 -0.3 -0.3 1.2 0.0792
H 7.677 19.810 7.115 0.4 0.1 0.4 0.1145
H 7.149 18.728 9.194 0.0 -1.1 0.6 0.0610
H 6.337 20.193 9.210 -0.7 0.6 -0.4 0.0744
H 7.761 20.137 10.164 0.3 -0.3 0.0 0.0893
H 7.489 21.844 7.674 0.6 -0.2 0.7 0.1260
C 7.464 18.485 1.882 -2.6 -1.2 -1.1 -0.0222
C 6.839 19.153 0.637 6.2 2.2 1.2 -0.6360
C 7.840 19.171 -0.475 1.4 0.7 -0.2 -0.0597
O 5.770 18.647 0.167 -5.5 -2.0 -0.9 0.0301
H 8.176 19.091 2.308 1.7 1.4 1.0 0.0068
H 7.937 17.576 1.532 0.0 -0.5 0.3 0.0886
H 6.669 18.319 2.635 0.5 -0.2 -0.4 0.0945
H 6.717 20.213 0.915 -0.2 0.4 0.2 0.1038
H 7.520 19.711 -1.349 -0.3 1.5 0.0 0.0792
H 7.913 18.264 -1.034 0.5 -1.6 0.6 0.0799
H 8.797 19.546 -0.071 -0.2 -0.4 -0.8 0.0588
H 5.141 19.098 0.753 -1.6 -0.5 -0.2 0.0531
C 10.374 16.756 3.279 0.1 0.4 -0.2 -0.0317
C 11.213 17.028 4.552 0.2 -7.0 -2.6 -0.6242
C 12.674 16.706 4.367 1.1 -1.0 0.9 -0.0327
O 11.142 18.199 4.974 -1.9 8.5 4.3 0.0084
H 9.462 17.405 3.228 0.6 -1.0 0.5 0.0614
H 10.166 15.671 3.229 -0.2 0.7 -0.3 0.0941
H 10.936 17.076 2.398 0.3 -0.3 -0.2 0.0622
H 10.737 16.429 5.322 0.3 -0.7 0.3 0.1348
H 13.311 16.718 5.309 -1.1 0.2 -0.9 0.1105
H 13.155 17.361 3.643 -0.1 0.3 -0.1 0.0605
H 12.735 15.726 3.969 0.5 -1.2 -0.5 0.0639
H 11.414 18.820 4.335 0.7 1.2 -1.1 0.0461
C 8.192 16.168 7.369 -2.0 -0.3 -0.3 -0.0237
C 7.847 17.154 6.295 6.9 -5.2 -3.4 -0.6727
C 7.616 16.350 5.004 2.8 -1.6 -0.2 -0.0197
O 6.844 17.845 6.418 -9.6 5.8 3.2 0.0059
H 7.421 15.393 7.437 -0.2 0.1 -0.2 0.0951
H 8.174 16.622 8.309 0.6 0.7 1.7 0.0477
H 9.068 15.651 7.121 1.6 -0.5 0.0 0.0612
H 8.639 17.858 6.136 2.0 -0.1 -0.2 0.1105
H 6.759 15.742 5.181 -0.9 -0.3 -0.1 0.0769
H 8.473 15.625 4.782 -1.0 0.9 0.1 0.0869
H 7.494 17.005 4.165 -0.3 0.2 -0.4 0.0417
H 6.908 18.696 5.958 -0.4 -0.3 -0.4 0.0492
C 12.563 21.728 4.868 -0.6 0.2 -0.1 -0.0064
C 11.811 23.005 5.179 4.2 -2.3 6.9 -0.6587
C 12.626 24.196 5.563 0.8 -0.1 0.5 -0.0113
O 10.968 23.289 4.294 -6.7 2.2 -7.4 -0.0178
H 13.258 21.786 4.054 0.3 0.4 -0.5 0.0694
H 11.792 21.006 4.610 0.2 -0.4 0.1 0.0453
H 13.102 21.393 5.726 0.3 -0.3 0.7 0.0918
H 11.165 22.753 6.034 0.8 -0.4 1.1 0.1268
H 13.090 24.581 4.669 0.7 0.1 -0.2 0.0913
H 13.304 24.039 6.415 0.1 -0.1 -0.6 0.1009
H 11.947 24.945 5.878 -0.8 1.0 0.4 0.0682
H 10.217 23.790 4.679 0.8 0.0 -0.5 0.1032
C 10.620 20.318 2.185 -0.2 2.3 1.6 -0.0450
C 11.640 20.259 1.123 3.3 5.6 6.4 -0.6556
C 13.047 19.952 1.695 -1.1 -0.7 2.5 0.0099
O 11.371 19.491 0.204 -2.3 -5.0 -8.7 0.0740
H 10.629 19.472 2.827 -0.4 -0.9 0.3 0.0546
H 9.635 20.567 1.816 -0.2 -0.5 -0.3 0.0564
H 10.882 21.197 2.812 -0.1 -0.5 -0.2 0.0718
H 11.652 21.242 0.695 0.4 1.2 -0.3 0.1387
H 13.044 18.885 2.091 0.1 0.9 -0.9 0.0857
H 13.240 20.501 2.644 0.1 0.0 -1.0 0.0568
H 13.797 20.107 0.959 0.7 0.0 -0.5 0.0720
H 11.325 18.619 0.509 -0.2 -2.4 0.4 0.0944
```
Forces are in eV/Å.


| no. | energy (hartree) |
| --- | --- |
| 1 | -2528.86025 |
| 2 | -3660.83780 |
| 3 | -5147.85197 |
| 4 | -2292.90060 |
| 5 | -400.02188 |
| 6 | -2632.99680 |